(1)
DFT (wB97M-V/def2-TZVPD) results for CH6N2P2 in the gas phase.

Values from the calculation:
E_tot = -22690.05708 eV
lowest unoccupied orbital energy = 0.0079 Ha
charge = 0
frontier orbital gap = 8.83 eV
SMILES string = NP/C=N/P

Element x y z (Å)
N  -2.421  -0.664  -0.248
P  -1.380  0.802  -0.206
C  0.257  0.118  0.403
N  1.263  0.221  -0.443
P  2.817  -0.341  -0.168
H  -3.449  -0.556  -0.087
H  -2.297  -1.090  -1.139
H  -1.640  1.099  1.103
H  0.298  -0.493  1.380
H  3.103  0.682  0.766
H  3.449  0.221  -1.360

Cartesian forces, eV/Å:
-0.1 0.9 0.9
-0.1 -1.0 -0.5
1.9 -1.3 -1.8
-3.9 0.3 1.7
1.1 -0.3 -0.1
1.5 0.2 -0.1
-0.1 -0.4 -0.7
-0.7 0.6 1.0
0.1 1.0 -1.1
0.6 0.0 -0.2
-0.3 0.0 1.0

Results of the Löwdin charge analysis, in e, for atoms 1 through 6:
1. N -0.29
2. P 0.79
3. C -0.52
4. N -0.44
5. P 0.69
6. H 0.04


(2)
DFT (wB97M-V/def2-TZVPD) results for C3H8O in the gas phase.

Values from the calculation:
E_tot = -5287.11553 eV
lowest unoccupied orbital energy = 0.0415 Ha
charge = 0
frontier orbital gap = 10.85 eV
SMILES string = CCOC

Element x y z (Å)
C  1.262  0.385  -0.222
C  0.496  -0.876  0.118
O  -0.775  -0.825  -0.478
C  -1.579  0.288  0.005
H  2.273  0.369  0.233
H  1.427  0.496  -1.289
H  0.677  1.267  0.202
H  0.450  -0.868  1.189
H  1.034  -1.812  -0.146
H  -1.283  1.257  -0.528
H  -2.649  -0.082  -0.204
H  -1.333  0.402  1.120

Cartesian forces, eV/Å:
0.5 0.8 0.7
0.8 0.4 -0.5
-0.7 0.2 0.2
0.3 -0.8 0.0
-0.6 0.1 0.0
-0.3 0.1 -0.2
1.1 -1.0 -0.7
-0.5 -0.3 1.0
-0.6 0.6 -0.3
-0.8 -1.3 0.6
1.6 1.1 0.5
-0.8 0.0 -1.3

Results of the Löwdin charge analysis, in e, for atoms 1 through 6:
1. C -0.10
2. C -0.32
3. O -0.22
4. C -0.10
5. H 0.08
6. H 0.07


(3)
DFT (wB97M-V/def2-TZVPD) results for 3 unconnected molecules or ions with the total composition C3H8N2O2.

Values from the calculation:
spin multiplicity = 2
E_tot = -10314.84659 eV
lowest unoccupied orbital energy (spin up / spin down) = 0.1480 / 0.1453 Ha
charge = -1
frontier orbital gap (spin up / spin down) = 2.99 / 9.59 eV

Element x y z (Å)
C  -0.419  -1.276  0.471
C  -0.782  -1.669  -0.798
N  -1.577  -0.729  -1.373
C  -1.753  0.212  -0.460
N  -1.126  -0.130  0.698
H  0.266  -1.655  1.207
H  -0.353  -2.547  -1.247
H  -2.123  1.200  -0.673
H  -0.785  0.500  1.416
H  0.267  0.772  -1.311
H  1.515  1.557  -1.793
O  1.143  1.055  -1.049
H  2.496  1.209  2.017
H  1.624  0.683  0.959
O  1.605  0.819  1.938

Cartesian forces, eV/Å:
-0.8 -0.3 -0.5
1.0 -0.1 1.3
-0.6 0.3 -0.2
0.6 -0.7 -0.3
0.8 0.7 0.3
0.0 -0.1 0.0
-0.4 0.0 -0.6
-0.4 -0.1 0.3
-0.4 0.2 -0.1
-0.4 -0.1 -0.5
0.0 0.1 -0.1
0.7 0.0 0.6
-0.4 0.0 0.4
-0.4 0.2 0.2
0.6 -0.1 -0.8

Results of the Löwdin charge analysis, in e, for atoms 1 through 6:
1. C -0.19
2. C -0.23
3. N 0.02
4. C -0.31
5. N 0.03
6. H 0.09


(4)
DFT (wB97M-V/def2-TZVPD) results for C4H9NO in the gas phase.

Values from the calculation:
E_tot = -7830.48596 eV
lowest unoccupied orbital energy = 0.0364 Ha
charge = 0
frontier orbital gap = 9.74 eV
SMILES string = CN(C)CC=O

Element x y z (Å)
C  0.436  0.122  1.561
N  -0.144  -0.186  0.272
C  -0.036  -1.595  -0.050
C  0.273  0.695  -0.816
C  -0.982  1.405  -1.287
O  -1.544  1.176  -2.330
H  1.514  -0.115  1.619
H  -0.078  -0.455  2.337
H  0.301  1.182  1.794
H  -0.561  -2.187  0.707
H  -0.502  -1.796  -1.018
H  1.013  -1.943  -0.092
H  0.702  0.141  -1.660
H  1.016  1.433  -0.481
H  -1.407  2.126  -0.556

Cartesian forces, eV/Å:
0.0 0.1 0.2
0.0 0.0 0.0
-0.1 -0.1 -0.1
0.1 0.0 -0.1
-0.2 -0.1 -0.3
0.3 0.1 0.4
-0.1 0.0 0.0
0.1 0.1 -0.1
0.0 -0.1 0.0
0.1 0.1 -0.1
0.0 0.0 0.1
-0.1 0.1 0.0
-0.1 0.0 0.1
-0.1 -0.1 0.0
0.0 -0.1 -0.1

Results of the Löwdin charge analysis, in e, for atoms 1 through 6:
1. C -0.11
2. N -0.29
3. C -0.10
4. C -0.18
5. C -0.25
6. O 0.05